# 1
{
  "formula": "C5H9N3O2",
  "method": "ωB97M-V with the def2-TZVPD basis set",
  "lumo_ev": 0.151,
  "gap_ha": 0.310,
  "spin_multiplicity": 1,
  "total_energy_ha": -510.587839,
  "smiles": "O=c1cc[nH]c(=O)[nH]1.CN",
  "de_lowest_kj_mol": 268.1,
  "species": ["O", "C", "C", "C", "N", "C", "O", "N", "H", "H", "H", "H", "C", "N", "H", "H", "H", "H", "H"],
  "coordinates": [[1.039, 0.764, -1.398], [0.107, -0.032, -1.095], [-1.140, -0.270, -1.868], [-2.068, -1.142, -1.283], [-1.866, -1.888, -0.175], [-0.621, -2.048, 0.428], [-0.370, -2.993, 1.079], [0.143, -0.795, 0.195], [-1.603, 0.458, -2.589], [-3.037, -1.183, -1.953], [-2.396, -2.736, -0.267], [0.824, -0.568, 0.875], [1.349, 1.925, 0.640], [1.855, 1.714, 1.933], [2.179, 2.335, 0.024], [0.891, 1.120, 0.198], [0.646, 2.807, 0.844], [1.181, 1.167, 2.399], [2.885, 1.363, 2.012]],
  "atomic_forces_ev_per_a": [[-3.41, -4.01, -1.21], [1.73, 0.91, -0.61], [-1.81, -0.47, 2.21], [0.29, 3.01, -4.10], [-0.81, -1.11, -1.05], [-0.08, 4.10, -1.46], [1.12, -0.93, 1.14], [-1.71, -1.64, -2.15], [1.37, -0.94, 0.49], [1.67, -0.52, 2.23], [-0.15, -0.52, 0.82], [1.16, -0.08, 0.35], [0.69, 4.98, 1.04], [3.87, -0.75, 1.78], [-0.83, -0.44, -0.02], [-0.35, -0.05, 0.47], [0.32, -1.07, -1.17], [-0.10, -0.91, 1.41], [-2.96, 0.43, -0.18]]
}


# 2
{
  "formula": "C22H25N3O3",
  "method": "ωB97M-V with the def2-TZVPD basis set",
  "lumo_ev": 0.593,
  "gap_ha": 0.344,
  "spin_multiplicity": 1,
  "total_energy_ha": -1243.330543,
  "smiles": "COCCCNC(=O)CCc1nnc(Cc2ccc(-c3ccccc3)cc2)o1",
  "de_lowest_kj_mol": 268.8,
  "species": ["C", "O", "C", "C", "C", "N", "C", "O", "C", "C", "C", "N", "N", "C", "C", "C", "C", "C", "C", "C", "C", "C", "C", "C", "C", "C", "C", "O", "H", "H", "H", "H", "H", "H", "H", "H", "H", "H", "H", "H", "H", "H", "H", "H", "H", "H", "H", "H", "H", "H", "H", "H", "H"],
  "coordinates": [[-3.274, -3.449, -0.156], [-4.314, -3.340, 0.784], [-4.611, -2.016, 1.170], [-5.382, -1.229, 0.102], [-5.946, 0.085, 0.645], [-4.916, 1.064, 0.911], [-4.764, 2.169, 0.156], [-5.530, 2.494, -0.729], [-3.540, 3.008, 0.516], [-2.411, 2.727, -0.478], [-1.878, 1.353, -0.330], [-2.095, 0.513, 0.627], [-1.403, -0.613, 0.337], [-0.797, -0.406, -0.784], [0.134, -1.317, -1.490], [1.544, -0.974, -1.064], [1.946, -1.221, 0.242], [3.221, -0.888, 0.657], [4.126, -0.301, -0.226], [5.485, 0.050, 0.213], [5.699, 0.634, 1.459], [6.977, 0.967, 1.869], [8.061, 0.716, 1.044], [7.859, 0.133, -0.196], [6.581, -0.195, -0.610], [3.714, -0.053, -1.532], [2.435, -0.379, -1.945], [-1.054, 0.831, -1.266], [-2.398, -2.872, 0.163], [-3.019, -4.506, -0.212], [-3.584, -3.105, -1.150], [-3.683, -1.492, 1.436], [-5.233, -2.120, 2.064], [-6.207, -1.850, -0.252], [-4.731, -1.011, -0.746], [-6.615, 0.537, -0.092], [-6.507, -0.105, 1.566], [-4.146, 0.777, 1.498], [-3.207, 2.794, 1.530], [-3.821, 4.059, 0.436], [-2.776, 2.853, -1.501], [-1.590, 3.435, -0.329], [-0.109, -2.343, -1.209], [0.018, -1.188, -2.566], [1.249, -1.673, 0.933], [3.527, -1.102, 1.670], [4.856, 0.846, 2.100], [7.128, 1.425, 2.836], [9.059, 0.974, 1.366], [8.701, -0.069, -0.841], [6.431, -0.666, -1.571], [4.394, 0.420, -2.226], [2.131, -0.170, -2.961]],
  "atomic_forces_ev_per_a": [[0.11, 0.00, -0.01], [-0.13, -0.12, 0.09], [-0.18, 0.14, -0.14], [0.12, -0.07, 0.30], [-0.13, -0.11, -0.25], [-0.16, -0.28, 0.34], [0.28, 0.19, 0.54], [-0.15, 0.19, -0.43], [-0.04, -0.12, -0.27], [0.07, 0.16, -0.12], [-0.09, -0.18, 0.40], [-0.37, 1.18, 0.08], [0.79, -0.98, -0.47], [-0.43, -0.29, 0.35], [0.13, 0.28, 0.01], [0.15, -0.08, -0.12], [-0.01, 0.01, -0.08], [0.02, 0.03, -0.05], [-0.26, -0.05, -0.13], [0.26, 0.06, 0.08], [-0.04, -0.04, -0.07], [0.06, 0.01, 0.09], [0.07, 0.02, 0.02], [0.10, 0.03, -0.04], [-0.08, 0.00, 0.03], [0.07, 0.01, 0.11], [-0.07, -0.11, 0.03], [0.05, 0.04, -0.14], [-0.06, -0.09, -0.04], [0.04, 0.02, -0.08], [0.03, -0.01, -0.01], [-0.06, -0.02, 0.07], [0.05, 0.11, -0.02], [-0.01, -0.04, -0.02], [-0.03, 0.01, -0.09], [0.02, -0.09, 0.18], [-0.05, 0.01, -0.09], [0.02, 0.18, -0.13], [0.01, 0.06, 0.03], [-0.02, -0.09, 0.04], [0.03, 0.06, 0.05], [-0.06, -0.02, -0.06], [-0.08, 0.07, -0.06], [-0.01, -0.11, 0.02], [-0.07, -0.05, 0.10], [0.04, -0.03, 0.09], [-0.08, 0.02, 0.05], [0.01, 0.04, 0.07], [0.08, 0.02, 0.02], [0.06, -0.02, -0.04], [-0.02, -0.05, -0.08], [0.07, 0.05, -0.05], [-0.05, 0.02, -0.10]]
}


# 3
{
  "formula": "C23H39N2O11P2",
  "method": "ωB97M-V with the def2-TZVPD basis set",
  "lumo_ev": -3.547,
  "gap_ha": 0.283,
  "spin_multiplicity": 1,
  "total_energy_ha": -2519.233106,
  "total_charge": 1,
  "species": ["N", "C", "C", "C", "C", "C", "C", "O", "O", "N", "C", "O", "P", "P", "O", "O", "O", "C", "C", "C", "C", "C", "C", "C", "C", "C", "C", "C", "C", "O", "O", "H", "H", "H", "H", "H", "H", "H", "H", "H", "H", "H", "H", "H", "H", "H", "H", "H", "H", "H", "H", "H", "H", "H", "H", "H", "H", "H", "H", "H", "H", "H", "C", "C", "O", "C", "O", "O", "C", "H", "H", "H", "H", "H", "H", "H", "H"],
  "coordinates": [[-3.348, 1.613, 3.142], [-2.298, 0.922, 2.277], [-2.905, -0.502, 1.913], [-1.892, -1.678, 1.544], [-1.491, -2.605, 2.828], [-1.649, -1.867, 4.238], [-3.039, -2.179, 4.987], [-3.602, -3.291, 4.993], [-3.615, -1.103, 5.725], [-2.651, -2.615, 0.625], [-2.511, -2.359, -0.839], [-1.557, -3.322, -1.387], [-4.201, -2.873, -1.641], [-5.217, -1.178, -2.545], [-6.527, -1.704, -3.175], [-5.700, 0.014, -1.393], [-4.352, -0.410, -3.797], [-2.131, -0.885, -1.293], [-0.804, -0.332, -0.509], [0.373, -0.331, -1.618], [0.409, 1.192, -2.188], [1.578, 2.172, -1.950], [1.459, 3.612, -2.501], [0.227, 4.134, -3.268], [-0.946, 3.165, -3.552], [-0.842, 1.697, -2.998], [-0.517, -1.221, 0.796], [0.607, -0.640, 1.792], [1.245, 0.760, 1.352], [2.396, 0.752, 0.870], [0.584, 2.022, 1.528], [-4.069, 1.952, 2.469], [-2.899, 2.494, 3.461], [-2.137, 1.632, 1.391], [-1.351, 0.918, 2.909], [-3.643, -0.779, 2.762], [-3.587, -0.343, 0.988], [-2.160, -3.550, 2.901], [-0.428, -3.025, 2.654], [-0.832, -2.315, 4.926], [-1.458, -0.745, 4.233], [-3.425, -0.294, 5.181], [-3.653, -2.518, 0.891], [-2.404, -3.621, 0.775], [-2.048, -4.115, -1.706], [-5.062, -3.315, -0.585], [-5.038, 0.751, -1.375], [-3.937, 0.411, -3.442], [-2.950, -0.092, -1.114], [-1.978, -0.916, -2.432], [-1.005, 0.750, -0.220], [1.397, -0.640, -1.189], [0.168, -0.990, -2.525], [2.518, 1.878, -1.384], [2.330, 4.327, -2.277], [0.124, 5.208, -3.648], [-1.901, 3.463, -4.118], [-1.743, 1.033, -3.229], [-0.070, -2.217, 0.401], [1.489, -1.385, 1.838], [0.267, -0.512, 2.877], [0.550, 2.128, 2.512], [6.402, -0.691, 0.499], [5.618, 0.565, 0.171], [6.476, 1.575, -0.372], [6.791, 1.427, -1.670], [6.410, 0.541, -2.398], [7.624, 2.423, -2.012], [8.107, 2.339, -3.352], [7.253, -0.456, 1.144], [5.766, -1.424, 1.002], [6.806, -1.151, -0.406], [5.191, 0.976, 1.089], [4.785, 0.357, -0.506], [7.286, 2.242, -4.065], [8.800, 1.501, -3.447], [8.646, 3.262, -3.572]],
  "atomic_forces_ev_per_a": [[0.74, 0.46, -1.08], [-0.68, 1.02, 0.45], [-0.50, 0.36, -0.70], [1.54, 0.30, 1.81], [-0.30, -0.17, 0.05], [0.48, -0.60, 0.84], [-1.81, -1.69, 0.50], [2.38, 3.84, -0.26], [1.51, -1.15, -2.51], [-0.20, -0.01, 0.51], [-1.02, -0.26, -2.68], [-1.08, 0.99, 1.06], [0.78, -0.70, -0.98], [-5.76, 1.79, -2.70], [4.27, 0.74, 2.26], [2.56, -0.89, -1.76], [-0.34, -0.52, 3.30], [0.49, 0.55, 0.80], [-0.25, -0.60, -0.96], [0.61, 1.72, -0.13], [-0.25, 2.61, -1.31], [-3.36, 1.17, -2.09], [-2.09, -1.51, -0.24], [-0.35, -3.51, 0.88], [3.02, -1.77, 2.39], [2.37, 2.84, 0.32], [-0.22, -0.93, -0.68], [0.33, 0.42, 0.43], [3.55, -0.01, -1.29], [-4.21, 0.10, 1.50], [0.78, -2.40, 1.07], [0.42, -0.39, 0.90], [-0.52, -0.74, -0.09], [0.23, -1.61, 0.90], [-1.26, -0.38, -1.06], [1.36, 0.18, -1.27], [1.00, -0.16, 1.41], [0.81, 1.56, -0.15], [-1.64, 0.90, 0.43], [-1.42, 0.73, -0.92], [-0.33, -1.51, -0.18], [-0.18, -0.48, 0.88], [0.72, -0.16, -0.15], [0.08, 0.93, 0.01], [0.37, 0.73, 0.10], [0.21, 0.84, -0.08], [-0.91, -0.62, 0.14], [-0.19, -0.58, -0.59], [0.90, -1.65, -0.05], [-0.10, -0.20, 1.88], [0.32, -1.48, -0.30], [-1.58, 0.67, -0.61], [0.08, 0.58, 1.48], [-1.51, 0.33, -0.84], [-1.58, -1.22, -0.49], [0.47, -1.80, 0.73], [1.82, -0.38, 0.95], [1.63, 0.81, 0.39], [-0.75, 1.53, 0.61], [-1.39, 1.44, -0.22], [0.16, -0.27, -1.57], [-0.18, 0.17, -1.02], [0.26, -0.11, -0.21], [-0.18, -0.46, 0.32], [-0.04, 0.19, -0.43], [0.22, -0.05, 0.08], [0.05, 0.39, 0.28], [-0.43, -0.28, 0.21], [0.23, 0.08, -0.48], [-0.17, 0.02, 0.07], [0.02, 0.08, 0.00], [-0.15, 0.04, 0.04], [0.17, 0.23, -0.20], [0.21, 0.06, -0.08], [0.08, -0.14, 0.15], [-0.18, 0.00, -0.06], [-0.10, -0.05, 0.30]]
}